A single C4H5NS molecule in a non-equilibrium geometry. Source: the Open Molecules 2025 dataset; level of theory: ωB97M-V with the def2-TZVPD basis set.

Bonds (Å) are listed after each position.
Element x y z (Å)
1 C -2.633 0.996 -0.017  C2 1.228, H7 1.012
2 C -1.461 0.630 0.003  C1 1.228, N3 1.386
3 N -0.241 -0.027 0.052  C2 1.386, C4 1.486, C5 1.451
4 C 0.345 -1.251 -0.554  N3 1.486, C5 1.533, H8 1.136, H9 1.122
5 C 1.123 -0.360 0.420  N3 1.451, C4 1.533, S6 1.909, H10 1.134
6 S 2.552 0.779 -0.134  C5 1.909, H11 1.351
7 H -3.464 1.572 -0.042  C1 1.012
8 H 0.591 -1.215 -1.662  C4 1.136
9 H -0.056 -2.237 -0.199  C4 1.122
10 H 1.316 -0.594 1.513  C5 1.134
11 H 1.928 1.708 0.622  S6 1.351

## Properties
SMILES: C#CN1C[C@H]1S
Largest force on an atom: 4.74 eV/Å
HOMO-LUMO gap: 9.3 eV